27
Properties=species:S:1:pos:R:3 method="wB97M-V/def2-TZVPD" total_energy_ha=-478.40878 relative_energy_kj_mol=121.70 molar_mass_g_mol=154.24 homo_lumo_gap_ha=0.3316 charge=+1
C -1.913 -0.469 -2.405
C -1.232 -1.585 -2.805
C -1.532 0.468 -1.425
C 0.457 0.917 -0.015
C -0.926 0.489 1.920
C 1.600 1.041 2.181
C 0.829 -1.249 1.130
C 0.559 0.311 1.342
N -0.475 0.571 -0.770
N 1.413 1.868 -0.515
N -0.018 -1.934 -2.375
H -2.942 -0.451 -2.788
H -1.797 -2.246 -3.522
H -2.189 1.311 -1.353
H -0.874 0.361 2.974
H -1.715 -0.189 1.467
H -1.228 1.519 1.712
H 1.286 0.797 3.228
H 2.686 0.797 2.217
H 1.431 2.102 1.938
H 1.663 -1.678 0.660
H -0.025 -1.604 0.463
H 0.889 -1.715 2.083
H 1.123 2.467 -1.216
H 2.052 2.277 0.054
H 0.481 -1.390 -1.614
H 0.398 -2.789 -2.567

38
Properties=species:S:1:pos:R:3 method="wB97M-V/def2-TZVPD" total_energy_ha=-3105.79740 relative_energy_kj_mol=0.00 spin_multiplicity=2 molar_mass_g_mol=601.40 homo_lumo_gap_ha="0.2307 / 0.2434" charge=-1
Ru -0.187 1.261 0.533
C -0.076 -1.051 4.360
N 0.951 -1.367 3.383
C 2.230 -1.793 3.900
C 0.664 -1.277 2.071
O -0.438 -0.934 1.659
C 1.778 -1.565 1.069
O 1.192 -1.488 -0.205
C 2.052 -1.082 -1.222
C 2.464 0.386 -1.069
O 2.005 1.076 -0.160
N 3.386 0.859 -1.921
C 3.890 0.127 -3.062
C 3.800 2.251 -1.849
H 0.332 -0.358 5.096
H -0.419 -1.958 4.867
H -0.911 -0.580 3.850
H 2.510 -1.148 4.734
H 3.011 -1.704 3.150
H 2.199 -2.828 4.258
H 2.221 -2.556 1.231
H 2.549 -0.799 1.213
H 1.504 -1.206 -2.158
H 2.957 -1.705 -1.263
H 3.435 -0.853 -3.156
H 4.974 0.002 -2.990
H 3.674 0.684 -3.977
H 3.442 2.704 -0.928
H 3.386 2.807 -2.694
H 4.890 2.303 -1.891
S -1.200 5.112 1.469
Sb 0.530 3.752 1.119
S 0.729 1.884 2.588
S -0.509 1.668 -1.566
S 2.534 4.548 0.495
O -4.369 1.820 1.878
S -2.924 2.013 2.005
N -2.084 1.300 0.999

28
Properties=species:S:1:pos:R:3 method="wB97M-V/def2-TZVPD" total_energy_ha=-876.36554 relative_energy_kj_mol=130.32 spin_multiplicity=3 molar_mass_g_mol=186.30 homo_lumo_gap_ha="0.2015 / 0.2577" charge=+1
C -0.184 -2.279 -1.059
C -0.850 -2.064 0.307
C 1.056 -0.130 1.752
C 3.544 0.627 0.487
C -0.101 -0.933 -0.412
C -2.431 0.488 0.626
C -1.808 2.268 -1.115
C -1.726 0.953 -0.576
N 1.372 -0.490 0.377
N 2.451 0.240 -0.118
N -0.779 0.120 -1.119
S 4.871 1.022 -0.515
H 0.666 -2.946 -0.959
H -0.681 -2.646 -2.053
H -1.964 -1.851 0.334
H -0.371 -2.697 1.054
H 1.956 -0.450 2.300
H 0.208 -0.684 2.111
H 3.502 1.044 1.507
H -3.140 1.125 0.989
H -2.997 -0.445 0.394
H -1.823 0.013 1.366
H -2.583 2.169 -1.849
H -0.941 2.651 -1.638
H -2.231 2.955 -0.305
H 0.796 0.916 1.719
H 4.467 0.527 -1.707
H -0.280 0.498 -1.897

27
Properties=species:S:1:pos:R:3 method="wB97M-V/def2-TZVPD" total_energy_ha=-519.26899 relative_energy_kj_mol=345.21 molar_mass_g_mol=158.22 homo_lumo_gap_ha="0.3174 / 0.3174" charge=+1
C -2.684 0.511 1.578
C 0.410 0.568 -1.526
C -2.087 -1.848 2.133
C 2.033 -1.380 -1.666
C -2.742 -0.942 1.126
C 2.587 0.971 -0.780
C 1.796 2.235 -1.109
C 1.566 -0.175 -0.846
N -1.689 1.219 1.279
O -0.580 0.816 0.702
O 0.571 1.783 -1.717
H -3.436 0.814 2.189
H -0.284 0.077 -2.229
H -2.398 -1.794 3.239
H -2.283 -2.946 1.936
H -1.057 -1.656 2.366
H 2.531 -1.134 -2.603
H 1.324 -2.177 -1.965
H 2.874 -1.792 -1.148
H -2.263 -1.152 0.212
H -3.904 -1.157 0.947
H 3.156 0.825 -1.670
H 3.142 1.100 0.136
H 1.512 2.859 -0.281
H 2.354 2.765 -1.811
H 1.251 -0.582 0.084
H -1.700 2.194 1.424

27
Properties=species:S:1:pos:R:3 method="wB97M-V/def2-TZVPD" total_energy_ha=-519.15992 relative_energy_kj_mol=12.97 spin_multiplicity=3 molar_mass_g_mol=158.22 homo_lumo_gap_ha="0.2483 / 0.2249" charge=+1
C 0.859 0.068 -0.043
C 3.080 -0.281 -0.066
C 2.308 -1.625 -0.145
C -1.689 -0.912 1.324
C -2.628 1.018 0.051
C -1.768 -0.946 -1.274
C 2.182 2.049 0.234
C -1.620 -0.096 -0.013
N 2.017 0.696 -0.100
O 0.955 -1.290 -0.138
O -0.337 0.670 0.005
H 3.720 0.046 0.837
H 3.750 -0.025 -0.881
H 2.434 -2.206 -0.990
H 2.393 -2.323 0.787
H -1.027 -1.842 1.129
H -1.426 -0.073 2.020
H -2.703 -1.311 1.304
H -2.584 1.845 -0.701
H -2.568 1.664 0.935
H -3.609 0.705 0.071
H -1.576 -0.295 -2.144
H -1.055 -1.822 -1.391
H -2.865 -1.491 -1.276
H 1.293 2.693 -0.121
H 2.824 2.655 -0.287
H 2.550 2.135 1.268

28
Properties=species:S:1:pos:R:3 method="wB97M-V/def2-TZVPD" total_energy_ha=-917.40155 relative_energy_kj_mol=517.25 molar_mass_g_mol=190.29 homo_lumo_gap_ha=0.2475 charge=+1
C -0.999 0.647 1.565
C -2.257 -0.142 -0.470
C 0.451 -1.588 1.389
C 0.371 -0.035 1.110
C -1.429 -1.422 -1.000
C 0.788 0.584 -0.183
C 2.844 -0.663 -0.716
C 0.538 2.381 -1.636
N -2.191 -0.052 0.972
O 1.947 0.437 -0.892
O 0.008 1.536 -0.675
S -0.937 -2.449 0.261
H -0.966 0.490 2.647
H -1.102 1.612 1.184
H -2.016 0.751 -0.945
H -3.326 -0.250 -0.842
H 1.347 -2.030 1.151
H 0.405 -1.794 2.428
H 1.140 0.335 1.835
H -0.877 -1.450 -1.961
H 3.099 -0.702 0.404
H 3.828 -0.461 -1.358
H 2.413 -1.624 -1.006
H 1.366 2.892 -1.195
H -0.335 2.944 -1.977
H 0.935 1.961 -2.466
H -1.944 -2.228 1.088
H -3.104 0.321 1.289